Record 1
{"formula": "C59H50N9NaO3S3Te", "method": "ωB97M-V/def2-TZVPD", "symbols": ["Na", "C", "O", "C", "N", "C", "C", "C", "C", "C", "C", "C", "C", "C", "C", "C", "C", "N", "C", "N", "C", "C", "O", "C", "C", "C", "C", "C", "C", "H", "H", "H", "H", "H", "H", "H", "H", "H", "H", "H", "H", "H", "H", "H", "H", "H", "H", "H", "N", "C", "C", "C", "C", "C", "C", "C", "C", "C", "C", "C", "C", "N", "C", "C", "C", "C", "N", "H", "H", "H", "H", "H", "H", "H", "H", "H", "H", "O", "C", "C", "C", "C", "C", "C", "N", "H", "H", "H", "H", "H", "H", "H", "H", "H", "H", "H", "Te", "C", "C", "C", "C", "C", "C", "H", "H", "H", "H", "H", "S", "C", "S", "C", "N", "N", "C", "C", "C", "C", "C", "C", "S", "H", "H", "H", "H", "H"], "positions_angstrom": [[0.7707, -1.0720, -0.1660], [-0.3274, -4.0742, 3.5443], [0.9340, -4.4660, 2.9623], [1.2353, -3.4676, 2.0835], [0.4904, -2.4542, 2.0344], [-0.5860, -2.6498, 3.0008], [-0.6467, -1.4862, 3.9751], [-0.6468, -0.1194, 3.3404], [-1.2120, 1.0277, 4.2190], [-1.2423, 0.7283, 5.6875], [-1.0315, -0.4979, 6.1662], [-0.7980, -1.6427, 5.2957], [2.4349, -3.5871, 1.2636], [3.2043, -4.7440, 1.1492], [4.3289, -4.6917, 0.3381], [4.6597, -3.5136, -0.3201], [3.8097, -2.4223, -0.1560], [2.7279, -2.4785, 0.6007], [4.0138, -1.1074, -0.7792], [3.1389, -0.1981, -0.7874], [3.7215, 0.9749, -1.4305], [5.1389, 0.4921, -1.8522], [5.2256, -0.8553, -1.3470], [3.7385, 2.1838, -0.5160], [4.3340, 3.3616, -0.9622], [4.3292, 4.4980, -0.1649], [3.7154, 4.4734, 1.0808], [3.1260, 3.2988, 1.5272], [3.1412, 2.1548, 0.7380], [-0.2203, -4.1362, 4.6258], [-1.0835, -4.7739, 3.1857], [-1.5257, -2.6289, 2.4412], [-1.2353, -0.1953, 2.4246], [-2.2158, 1.3176, 3.8859], [-1.4693, 1.5477, 6.3627], [-1.0812, -0.6679, 7.2369], [-0.7712, -2.6260, 5.7521], [2.9174, -5.6423, 1.6767], [4.9527, -5.5694, 0.2209], [5.5374, -3.4338, -0.9460], [3.1140, 1.2121, -2.3073], [5.9366, 1.0801, -1.4004], [5.2721, 0.4524, -2.9339], [4.7743, 3.4030, -1.9544], [4.7858, 5.4109, -0.5306], [3.6736, 5.3600, 1.7015], [2.6364, 3.2656, 2.4939], [2.6457, 1.2591, 1.0933], [-9.6764, -3.3716, 0.3738], [-8.5527, -3.1274, 0.3076], [-7.1612, -2.8286, 0.2244], [-6.6518, -2.1317, -0.8731], [-5.2986, -1.8554, -0.9475], [-4.4179, -2.2497, 0.0624], [-4.9436, -2.9436, 1.1540], [-6.2910, -3.2322, 1.2423], [-2.9664, -1.9375, -0.0443], [-2.6165, -0.6106, -0.0057], [-3.5808, 0.4980, 0.1264], [-2.8659, 1.6324, 0.2273], [-1.4486, 1.2281, 0.1733], [-1.3428, -0.0816, 0.0725], [-2.0812, -3.0832, -0.1589], [-2.3630, -4.4376, 0.1690], [-1.2252, -5.1719, -0.1805], [-0.3306, -4.2370, -0.7209], [-0.8400, -2.9936, -0.7090], [-7.3197, -1.8170, -1.6649], [-4.8974, -1.3288, -1.8037], [-4.2791, -3.2344, 1.9565], [-6.6837, -3.7589, 2.1026], [-4.6556, 0.4113, 0.1563], [-3.2240, 2.6458, 0.3338], [-0.7126, 1.7588, 0.7633], [-3.2743, -4.8587, 0.5641], [-1.0818, -6.2387, -0.0679], [0.6741, -4.4206, -1.0884], [1.1784, -1.6093, -2.5969], [1.5051, -2.3215, -3.5192], [1.0704, -2.0463, -4.9448], [-0.2263, -2.8326, -5.2405], [-0.3467, -4.1325, -4.4432], [0.8038, -5.1229, -4.6230], [2.2030, -4.5570, -4.2939], [2.2236, -3.4729, -3.3230], [1.8571, -2.3197, -5.6493], [0.8927, -0.9751, -5.0178], [-0.2920, -3.0273, -6.3154], [-1.0759, -2.2028, -4.9737], [-1.2801, -4.6330, -4.7131], [-0.4545, -3.8870, -3.3830], [0.8252, -5.4887, -5.6557], [0.6056, -5.9886, -3.9862], [2.6885, -4.2095, -5.2072], [2.8371, -5.3508, -3.8980], [2.2778, -3.7339, -2.3475], [-0.5191, 1.9296, -2.1108], [0.0057, 3.9757, -2.4628], [0.9714, 4.5984, -1.6681], [1.2877, 5.9407, -1.8266], [0.6505, 6.7023, -2.7952], [-0.3142, 6.1019, -3.6002], [-0.6320, 4.7609, -3.4316], [1.4500, 4.0371, -0.8736], [2.0142, 6.3943, -1.1600], [0.8884, 7.7532, -2.9134], [-0.8292, 6.6844, -4.3573], [-1.4014, 4.3074, -4.0464], [1.8374, 5.7156, 4.5149], [0.7980, 4.4596, 4.1487], [0.8332, 2.9653, 5.0286], [-0.3769, 2.2729, 3.9319], [-0.8573, 3.1700, 3.1437], [-0.1441, 4.3583, 3.1884], [-0.5643, 5.3501, 2.2532], [-0.6293, 6.6907, 2.6185], [-1.1060, 7.6235, 1.7092], [-1.5272, 7.2316, 0.4479], [-1.4600, 5.8938, 0.0912], [-0.9768, 4.9508, 0.9831], [1.0534, 0.4057, 2.8925], [-0.3102, 6.9912, 3.6035], [-1.1497, 8.6674, 1.9981], [-1.8883, 7.9632, -0.2644], [-1.7525, 5.5792, -0.9037], [-0.9074, 3.9123, 0.6940]], "homo_lumo_gap_ev": 3.99, "e_above_lowest_kj_mol": 321.4, "total_charge": -2, "homo_energy_ev": -0.9, "lumo_ev": 3.080, "spin_multiplicity": 1, "total_energy_ha": -4621.7788}

---

Record 2
{"formula": "C33H27Cl3MgN4O11Se", "method": "ωB97M-V/def2-TZVPD", "symbols": ["Mg", "O", "C", "C", "O", "O", "C", "C", "C", "C", "C", "C", "C", "C", "C", "C", "C", "C", "H", "H", "H", "H", "H", "H", "H", "H", "H", "H", "H", "Cl", "C", "C", "C", "Cl", "C", "O", "C", "Cl", "C", "H", "H", "N", "C", "O", "C", "C", "C", "C", "N", "C", "H", "H", "H", "H", "H", "H", "O", "C", "N", "C", "O", "C", "C", "C", "C", "N", "C", "H", "H", "H", "H", "H", "H", "H", "H", "O", "Se", "O", "O", "O"], "positions_angstrom": [[-1.6167, 2.2586, -0.5992], [-0.1479, 0.5415, 0.0287], [0.4989, -0.2702, 1.0073], [1.0311, 0.6470, 2.1856], [1.8868, 0.1150, 2.9059], [0.5784, 1.8053, 2.2382], [1.7374, -0.8924, 0.3647], [2.1436, -2.2073, 0.5604], [3.2964, -2.6922, -0.0481], [4.0392, -1.8765, -0.8903], [3.6409, -0.5608, -1.0877], [2.5100, -0.0728, -0.4541], [-0.4607, -1.3187, 1.5548], [-1.6366, -1.6264, 0.8799], [-2.4969, -2.6067, 1.3550], [-2.1968, -3.2945, 2.5200], [-1.0332, -2.9810, 3.2106], [-0.1732, -2.0032, 2.7357], [-0.2124, 0.0038, -0.7950], [1.5685, -2.8567, 1.2068], [3.6094, -3.7145, 0.1316], [4.9259, -2.2603, -1.3799], [4.2179, 0.0949, -1.7285], [2.2087, 0.9570, -0.5956], [-1.9130, -1.0786, -0.0115], [-3.4109, -2.8151, 0.8135], [-2.8700, -4.0550, 2.8959], [-0.7936, -3.4962, 4.1328], [0.7271, -1.7400, 3.2761], [-5.5594, 4.1953, 5.3352], [-4.5168, 4.0523, 3.9340], [-4.1197, 2.8004, 3.4984], [-3.2996, 2.7116, 2.3927], [-2.7679, 1.1554, 1.8559], [-2.8293, 3.8286, 1.6578], [-2.0706, 3.7405, 0.6354], [-3.2716, 5.0726, 2.1758], [-2.7379, 6.5163, 1.3685], [-4.0932, 5.1941, 3.2792], [-4.4378, 1.9039, 4.0103], [-4.3986, 6.1733, 3.6190], [2.3925, 3.9409, 2.7364], [2.9633, 4.4629, 1.6389], [3.9537, 5.1866, 1.6488], [2.3072, 4.0580, 0.3510], [3.0662, 3.9400, -0.8022], [2.4657, 3.4649, -1.9569], [1.1285, 3.0961, -1.9071], [0.3973, 3.2241, -0.8004], [0.9585, 3.7331, 0.2892], [2.8637, 4.1201, 3.6078], [1.6989, 3.1824, 2.6863], [4.1137, 4.2123, -0.7674], [3.0196, 3.3550, -2.8797], [0.6014, 2.6901, -2.7616], [0.3090, 3.8546, 1.1403], [3.1959, -6.1498, -0.9218], [2.5296, -6.1312, -2.1727], [1.7341, -4.9370, -2.1781], [0.6930, -4.8130, -3.0358], [0.4252, -5.6973, -3.8400], [-0.1195, -3.5669, -2.9129], [-1.4194, -3.5727, -3.4076], [-2.1843, -2.4340, -3.2834], [-1.6319, -1.3230, -2.6567], [-0.3829, -1.3037, -2.1885], [0.3580, -2.4008, -2.3295], [3.8520, -6.8516, -0.9407], [1.8706, -6.9964, -2.2962], [3.2525, -6.1226, -2.9993], [1.9209, -4.2393, -1.4740], [-1.7937, -4.4723, -3.8799], [-3.1970, -2.3751, -3.6558], [-2.2199, -0.4172, -2.5667], [1.3750, -2.3229, -1.9640], [-3.4758, 1.6006, -1.2209], [-3.2797, 2.0674, -2.8107], [-3.4533, 0.7821, -3.7840], [-1.6548, 2.4798, -2.6565], [-4.1895, 3.3273, -3.2234]], "homo_lumo_gap_ev": 6.33, "e_above_lowest_kj_mol": 0.0, "total_charge": -2, "homo_energy_ev": -3.0, "lumo_ev": 3.310, "spin_multiplicity": 1, "total_energy_ha": -6302.8025}